Density functional theory data (wB97M-V/def2-TZVPD) for a structure of composition C13H22Cl2N3O2Ti in a non-equilibrium geometry.

```
43
Properties=species:S:1:pos:R:3:lowdin_spin:R:1
Ti -0.795 -0.300 0.100 0.56
Cl -2.970 0.248 0.288 0.04
Cl -1.318 2.744 0.359 0.18
O -0.530 0.081 -1.580 -0.01
O 0.404 0.727 0.819 0.00
N -1.740 -2.268 -0.444 0.00
N 1.043 -1.669 0.045 0.00
N -0.950 -1.309 1.972 0.01
C 2.090 2.347 0.906 -0.01
C 3.117 3.175 -1.094 -0.01
C 0.396 0.824 -2.097 0.22
C 2.281 2.398 -1.854 0.05
C -2.164 -3.063 0.718 0.00
C 1.250 1.512 0.163 0.05
C -2.722 3.569 -0.009 0.71
C -2.117 -2.199 1.989 0.00
C 1.305 1.552 -1.274 0.01
C 0.467 0.870 -3.600 0.03
C 0.310 -1.944 2.367 0.00
C 3.011 3.172 0.297 0.06
C 0.999 -2.611 1.168 0.00
H -1.508 -3.929 0.835 0.00
H -0.301 0.213 -4.006 0.00
H 0.146 -2.694 3.153 0.00
H -3.010 -1.569 2.026 0.00
H 0.974 -1.171 2.767 0.00
H 3.847 3.803 -1.580 0.00
H -1.142 -0.536 2.613 0.00
H -2.966 3.709 -1.042 0.04
H 0.296 1.878 -3.976 0.01
H -3.396 3.827 0.783 0.04
H 1.780 -0.983 0.219 0.00
H 3.638 3.819 0.889 0.00
H -2.561 -1.790 -0.828 0.00
H 2.001 -2.936 1.480 0.00
H -3.184 -3.445 0.600 0.00
H 0.448 -3.499 0.858 0.00
H -1.383 -2.882 -1.174 0.00
H 1.441 0.542 -3.962 0.01
H 1.974 2.330 1.981 0.00
H -2.107 -2.846 2.877 0.00
H 1.289 -2.144 -0.825 0.00
H 2.355 2.445 -2.928 0.00
```

The energy relative to the best compared isomer or geometry (same formula, charge and spin) is 26.4 kcal/mol. As for the electronic energy: -70559.8109 eV. For the HOMO energy (spin up / spin down), the calculation gives -0.3615 / -0.4361 hartree. The net charge is +1. As for the LUMO energy (spin up / spin down): -3.20 / -3.61 eV. The multiplicity is 3.

=====

Density functional theory data (wB97M-V/def2-TZVPD) for the molecule C23H35N3O3.

```
64
Properties=species:S:1:pos:R:3:mulliken_charge:R:1
O -3.148 -0.206 -1.215 -0.69
O 2.315 -0.724 -1.435 -0.67
O 5.261 2.295 -1.168 -0.40
N -1.858 -1.839 -0.317 0.52
N 1.048 0.951 -2.289 0.38
N 3.838 2.123 -2.862 -0.66
C 5.668 0.690 1.256 -0.79
C -2.057 -0.588 -0.815 -0.14
C -1.525 -2.057 2.516 -0.83
C 4.281 1.427 -0.779 -0.53
C 3.402 1.330 -1.801 1.50
C -3.603 -2.893 1.159 2.81
C 4.696 1.719 1.740 -0.64
C -4.400 -1.630 1.491 -1.76
C -0.572 -2.350 0.148 -0.98
C 4.920 2.655 -2.429 -0.41
C 4.341 0.844 0.560 0.07
C -2.542 -3.172 2.242 -1.43
C -0.280 -2.078 1.627 -0.41
C 2.218 0.430 -1.838 0.51
C -0.539 4.173 -1.099 -2.12
C -0.126 0.096 -2.233 -1.71
C -2.983 -2.762 -0.239 -2.37
C -0.841 0.319 -0.896 2.36
C -4.563 -4.083 1.117 -2.12
C 0.905 2.651 0.242 -1.86
C -0.034 2.739 -0.964 3.14
C 0.722 2.371 -2.252 -1.94
C -1.233 1.792 -0.791 -2.17
H -1.209 4.274 -1.955 0.48
H 1.629 2.963 -2.350 0.63
H 4.921 2.756 1.531 0.24
H 0.184 -0.937 -2.367 0.68
H -4.783 -1.677 2.514 0.39
H -2.018 -1.088 2.422 0.23
H 0.292 4.871 -1.232 0.43
H 0.243 -1.974 -0.470 0.24
H -0.797 0.373 -3.050 0.22
H -5.306 -3.959 0.326 0.43
H -3.805 -0.723 1.387 0.29
H 6.544 1.038 0.728 0.25
H 0.248 -1.126 1.738 0.14
H -1.716 1.988 0.171 0.60
H 0.413 -2.850 1.974 0.50
H -2.012 -4.101 1.993 0.38
H -2.626 -3.743 -0.568 0.39
H 1.325 1.652 0.376 0.16
H 3.607 0.066 0.707 0.63
H -0.603 -3.428 -0.019 0.65
H -5.096 -4.181 2.065 0.43
H 5.585 3.334 -2.937 0.41
H -4.026 -5.017 0.934 0.44
H -1.198 -2.121 3.556 0.49
H 0.092 2.590 -3.119 0.33
H 0.367 2.909 1.158 0.44
H -5.246 -1.529 0.810 0.46
H -0.137 0.068 -0.101 -0.42
H 5.810 -0.204 1.846 0.27
H -3.087 -3.381 3.167 0.56
H 1.741 3.347 0.134 0.43
H -1.090 4.473 -0.205 0.40
H 4.168 1.539 2.665 0.30
H -3.743 -2.424 -0.942 0.54
H -1.982 1.998 -1.560 0.28
```

The energy relative to the best compared isomer or geometry (same formula, charge and spin) is 19.7 kcal/mol. As for the electronic energy: -35032.9430 eV. For the HOMO energy, the calculation gives -0.3261 hartree. As for the SMILES: CC1(C)C[C@@H](C(=O)N2CCCCC(C)(C)C2)CN(C(=O)c2ncoc2C2CC2)C1. As for the LUMO energy: 0.68 eV.